1.
{"formula": "C3H8S2", "method": "ωB97M-V/def2-TZVPD", "symbols": ["S", "S", "H", "H", "C", "C", "C", "H", "H", "H", "H", "H", "H"], "positions_angstrom": [[-2.71361, 2.06529, 0.24108], [-2.00326, 1.22302, -1.50711], [-2.34056, 1.21131, 1.23372], [-1.09552, 0.95824, -0.53504], [1.62062, 0.04649, 0.64639], [0.58506, -0.97047, 0.30635], [0.13693, -1.24735, -0.91072], [2.34630, -0.36951, 1.34820], [2.13357, 0.41045, -0.23982], [1.21025, 0.82685, 1.29216], [0.09285, -1.44593, 1.15239], [-0.41366, -2.10058, -1.28329], [0.44103, -0.60781, -1.74431]], "total_charge": 1, "homo_lumo_gap_ev": [7.43, 4.47], "spin_multiplicity": 2, "s_squared": 0.75, "de_lowest_ev": 2.272}

2.
{"formula": "C5H8NO2", "method": "ωB97M-V/def2-TZVPD", "symbols": ["C", "C", "C", "C", "N", "C", "O", "O", "H", "H", "H", "H", "H", "H", "H", "H"], "positions_angstrom": [[-0.01878, -0.39425, -0.66917], [-0.67319, -1.59728, 0.01677], [0.09134, -2.15231, 1.17318], [-0.07455, -3.49578, 1.50411], [-0.52581, 0.85353, -0.14266], [0.19825, 2.05445, -0.57386], [0.80516, 1.93122, -1.65518], [0.08052, 3.02892, 0.19314], [-0.20778, -0.40575, -1.74542], [1.07462, -0.48136, -0.53462], [-1.68980, -1.37125, 0.33802], [-0.73290, -2.48657, -0.61628], [0.66270, -1.44561, 1.77885], [-0.18369, -3.73785, 2.57454], [1.46492, -3.34968, 1.62988], [-0.57865, 0.88255, 0.86947]], "total_charge": -1, "homo_lumo_gap_ev": 6.66, "spin_multiplicity": 1, "de_lowest_ev": 4.944}

3.
{"formula": "C4H5ClF2", "method": "ωB97M-V/def2-TZVPD", "symbols": ["C", "C", "Cl", "C", "C", "F", "F", "H", "H", "H", "H", "H"], "positions_angstrom": [[0.08492, -0.99118, 1.67235], [-0.21088, 0.09045, 1.00550], [-0.27493, 1.56291, 1.86381], [-0.60932, 0.10825, -0.42997], [0.54899, 0.50183, -1.42646], [-1.71262, 0.82209, -0.64684], [-0.95617, -1.18277, -0.71902], [0.42804, -0.91773, 2.68799], [0.31003, -1.97727, 1.20078], [0.24640, 1.00483, -2.38600], [1.12891, -0.40341, -1.83908], [1.01660, 1.38198, -0.98306]], "homo_lumo_gap_ev": 10.94, "spin_multiplicity": 1, "de_lowest_ev": 0.421}

4.
{"formula": "C28H26BrF4N2O2PPdS", "method": "ωB97M-V/def2-TZVPD", "symbols": ["Pd", "F", "C", "C", "F", "C", "F", "C", "P", "C", "C", "C", "C", "C", "C", "C", "C", "C", "C", "C", "C", "C", "Br", "C", "F", "H", "H", "H", "H", "H", "H", "H", "H", "H", "H", "N", "C", "O", "C", "C", "C", "N", "C", "C", "H", "H", "H", "H", "H", "H", "C", "C", "S", "O", "C", "C", "H", "H", "H", "H", "H", "H", "H", "H", "H", "H"], "positions_angstrom": [[-0.19963, -0.34849, 0.74303], [2.28969, 4.08172, 5.37525], [1.86118, 3.56664, 4.24969], [1.40821, 4.39766, 3.23243], [1.40933, 5.70110, 3.39696], [0.95382, 3.83724, 2.04523], [0.53688, 4.63979, 1.07387], [0.93564, 2.46280, 1.85559], [0.34115, 1.74602, 0.30593], [-1.32379, 2.31741, -0.00872], [-2.32303, 1.64169, 0.70954], [-3.65652, 1.95794, 0.51271], [-3.99100, 2.97571, -0.36969], [-3.00250, 3.67476, -1.05178], [-1.66739, 3.34857, -0.88225], [1.47995, 2.19204, -0.98589], [1.03981, 2.26363, -2.31116], [1.93716, 2.60315, -3.30884], [3.26866, 2.84514, -2.99504], [3.71274, 2.74436, -1.68394], [2.82195, 2.42111, -0.67355], [1.39406, 1.65363, 2.89102], [1.42162, -0.23311, 2.66470], [1.85935, 2.18301, 4.07630], [2.29832, 1.40339, 5.04927], [-2.06203, 0.90457, 1.48021], [-4.42506, 1.43684, 1.06489], [-5.02963, 3.24082, -0.51100], [-3.27563, 4.48406, -1.71459], [-0.90248, 3.90120, -1.41013], [0.00532, 2.06556, -2.56206], [1.59643, 2.68472, -4.33205], [3.96431, 3.11668, -3.77756], [4.75064, 2.93204, -1.44638], [3.17079, 2.36541, 0.35029], [-4.81847, -5.64027, 1.97153], [-4.69219, -4.35174, 2.34657], [-5.54574, -3.69693, 2.89853], [-3.38459, -3.67240, 2.00192], [-2.85731, -3.67105, 0.71875], [-1.75870, -2.87495, 0.44949], [-1.16615, -2.12513, 1.38447], [-1.65172, -2.16326, 2.63673], [-2.75641, -2.91054, 2.98110], [-5.67061, -6.12134, 2.21243], [-4.03741, -6.18502, 1.65186], [-3.31203, -4.24648, -0.07550], [-1.34485, -2.82313, -0.54713], [-1.13030, -1.56616, 3.37469], [-3.14546, -2.88688, 3.98896], [2.86467, -3.92087, -1.87883], [1.36331, -3.81036, -2.05804], [0.62124, -2.17578, -2.22211], [0.86393, -1.48362, -0.88253], [1.69563, -1.34300, -3.42185], [2.94871, -0.72372, -2.82745], [3.11557, -4.96880, -1.71863], [3.20698, -3.35708, -1.01263], [3.40372, -3.59065, -2.76348], [0.83185, -4.21461, -1.19251], [1.00613, -4.35388, -2.93655], [1.05474, -0.58189, -3.87009], [1.90682, -2.08488, -4.19531], [2.70088, -0.08937, -1.97918], [3.42404, -0.10698, -3.58835], [3.66541, -1.46806, -2.49910]], "total_charge": 2, "homo_lumo_gap_ev": 6.92, "spin_multiplicity": 1, "de_lowest_ev": 1.483}

5.
{"formula": "H13O7Y", "method": "ωB97M-V/def2-TZVPD", "symbols": ["Y", "O", "H", "O", "H", "H", "O", "H", "H", "O", "H", "H", "O", "H", "H", "O", "H", "H", "O", "H", "H"], "positions_angstrom": [[-2.27450, -0.09873, -2.58109], [-0.90623, 0.08707, -0.93529], [-0.11589, 0.51119, -0.54943], [1.51735, -1.63563, -0.69418], [0.67474, -1.19294, -0.77667], [1.80254, -1.45413, 0.22102], [-0.71484, 3.03249, 0.60399], [-1.20228, 3.33895, -0.16713], [-1.00790, 2.13393, 0.78081], [-1.56123, -2.42348, -2.05861], [-0.75442, -2.97688, -2.03580], [-2.08435, -2.72574, -1.29673], [1.28441, -0.52370, 1.82688], [1.79783, 0.28839, 1.91767], [0.36152, -0.24501, 1.72347], [-1.44805, 0.08759, 1.77911], [-2.00868, -0.61655, 2.12671], [-1.51395, 0.05910, 0.81697], [2.64590, 1.42986, 0.15127], [2.00563, 1.49597, -0.56063], [3.50237, 1.42826, -0.29232]], "total_charge": 2, "homo_lumo_gap_ev": 3.98, "spin_multiplicity": 1, "de_lowest_ev": 1.704}

6.
{"formula": "CH2N2O3S", "method": "ωB97M-V/def2-TZVPD", "symbols": ["O", "N", "O", "S", "N", "C", "O", "H", "H"], "positions_angstrom": [[-2.30539, -1.46996, -1.44279], [-1.17223, -1.21251, -1.67737], [-0.20376, -1.08323, -0.81010], [-0.39225, -1.21023, 1.05029], [0.08393, 0.16837, 1.46462], [0.85776, 1.09141, 1.02090], [1.27896, 1.19241, -0.30018], [1.09380, 1.99545, 1.60566], [0.75917, 0.52828, -0.91104]], "homo_lumo_gap_ev": 9.05, "spin_multiplicity": 1, "de_lowest_ev": 3.771}